<one>
Density functional theory data (ωB97M-V with the def2-TZVPD basis set) for 11 unconnected molecules or ions with the total composition C6H33NO11.

```
! wB97M-V def2-TZVPD RIJCOSX def2/J DEFGRID3
* xyz 0 1
C 1.30858 1.65055 2.57419
O 1.25898 0.42841 3.32520
C 0.75785 1.47127 1.17458
C 0.25011 2.81200 0.56703
C 0.06558 2.99283 -0.89009
C -0.77643 2.25120 -1.59645
C 1.12922 3.83735 -1.57623
N 1.83079 0.87558 0.35710
H 0.78632 2.44092 3.13113
H 2.38805 1.83998 2.56455
H 0.39692 0.05352 3.09071
H -0.03131 0.67300 1.17378
H -0.71317 3.07803 1.05724
H 0.86613 3.62098 0.98645
H -0.88722 2.31242 -2.68159
H -1.44656 1.53229 -1.13735
H 1.78809 4.32892 -0.84586
H 0.58919 4.64268 -2.07660
H 1.79663 3.47052 -2.35881
H 2.46950 1.62042 0.11205
H 1.55819 0.35750 -0.46768
H 2.26563 -2.05861 1.78040
H 2.61629 -1.89220 0.36407
O 2.17564 -2.53261 0.94056
H 1.05481 -4.56884 0.42986
H -0.09057 -4.16016 1.53633
O 0.15944 -4.29876 0.61900
H -3.13293 3.29261 -0.36402
H -2.96749 1.77855 -0.13967
O -3.43426 2.55394 0.17223
H -1.62168 -1.79784 -0.37824
H -0.12313 -1.57526 0.16727
O -1.05150 -1.65980 0.40685
H -0.51410 -1.43117 -4.11965
H -1.15521 -0.31683 -4.73556
O -0.26600 -0.70207 -4.71843
H -2.45982 -0.86222 2.33875
H -2.48334 0.08387 3.51541
O -1.92819 -0.58295 3.09519
H -0.06003 -3.20367 -1.93238
H -0.23678 -1.74573 -1.67875
O 0.20847 -2.35583 -2.26930
H -1.53394 -2.82653 3.27506
H -0.21615 -2.32071 2.90801
O -0.61595 -3.12410 3.26600
H -1.91030 -4.00308 -0.15610
H -1.41758 -3.95920 -1.57019
O -2.01591 -3.50802 -0.97846
H 2.54165 0.69856 -2.80290
H 1.15581 0.15524 -3.06189
O 1.67166 0.63308 -2.39280
*
```

Values from the calculation:
**HOMO-LUMO gap**: 8.9 eV
**SMILES string**: C=C(C)C[C@@H](N)CO.O.O.O.O.O.O.O.O.O.O
**LUMO energy**: 0.041 eV
**E_HOMO**: -8.907 eV

***

<two>
Density functional theory data (ωB97M-V with the def2-TZVPD basis set) for 11 unconnected molecules or ions with the total composition C6H33NO11.

```
! wB97M-V def2-TZVPD RIJCOSX def2/J DEFGRID3
* xyz 0 1
C 1.55821 -2.58131 0.39271
C 0.99289 -1.20116 0.42204
N -0.29338 -1.03248 0.11201
C -2.62201 1.69947 1.38597
C -2.00965 0.31465 1.21616
C -0.96601 0.27710 0.09389
C -1.61001 0.52077 -1.26443
O 1.72317 -0.20976 0.65934
H 1.12615 -3.15060 1.21553
H 1.32721 -3.08875 -0.53940
H 2.62644 -2.59614 0.55103
H -0.85850 -1.84702 -0.06101
H -3.20835 1.96732 0.50936
H -1.84115 2.45720 1.52279
H -3.20880 1.75271 2.29625
H -1.56527 -0.02009 2.16487
H -2.80140 -0.41418 1.00750
H -0.19755 1.04116 0.21107
H -1.86596 1.56629 -1.41221
H -2.52539 -0.07189 -1.38702
H -0.91130 0.24136 -2.05115
H 2.09193 -0.74384 -3.84592
H 1.12965 0.01664 -2.94055
O 1.15725 -0.72875 -3.60128
H 0.37574 3.52733 -0.13281
H 0.58475 4.22935 -1.49227
O 0.25268 3.42483 -1.10585
H -0.20758 4.10359 2.00326
H 0.75513 2.88011 1.97785
O 0.57325 3.75143 1.54727
H 1.68627 0.78103 -0.77286
H 1.22792 2.05983 -1.58091
O 1.70919 1.20319 -1.66295
H -2.94886 -2.74883 -4.05308
H -1.92836 -2.67665 -2.86179
O -2.88412 -2.70220 -3.08975
H 2.11223 1.44430 3.00534
H 1.28541 0.77895 1.85096
O 1.20013 1.38352 2.66513
H 0.12453 -3.57245 -3.40074
H 0.33272 -2.08029 -2.95231
O -0.16044 -2.92128 -2.74625
H -1.16730 -3.22028 4.13482
H -0.42050 -1.88651 3.76315
O -0.77877 -2.72572 3.39333
H 0.38522 0.24045 3.75554
H -0.69440 0.24224 4.91390
O -0.02235 -0.29822 4.48297
H 4.43601 -0.19310 -2.54265
H 3.14609 0.66139 -2.60312
O 3.77726 0.14527 -3.15375
*
```

Values from the calculation:
**HOMO-LUMO gap**: 10.6 eV
**SMILES string**: CC[C@H](C)NC(C)=O.O.O.O.O.O.O.O.O.O.O
**LUMO energy**: 0.242 eV
**E_HOMO**: -10.353 eV

***

What should be chosen as the least stable of them? Choose <one>.

***

<one>
Density functional theory data (ωB97M-V with the def2-TZVPD basis set) for 2 unconnected molecules or ions with the total composition H4O2.

```
! wB97M-V def2-TZVPD RIJCOSX def2/J DEFGRID3
* xyz 0 1
H 1.36325 0.66442 0.24983
H 2.50655 -0.18575 0.63629
H -2.49599 -0.55154 0.31010
H -1.13441 -0.39718 -0.23432
O 1.85218 -0.04628 -0.10838
O -1.88211 0.10504 -0.01186
*
```

Values from the calculation:
**HOMO-LUMO gap**: 12.5 eV
**SMILES string**: O.O
**LUMO energy**: 0.854 eV
**E_HOMO**: -11.630 eV

***

<two>
Density functional theory data (ωB97M-V with the def2-TZVPD basis set) for 2 unconnected molecules or ions with the total composition H4O2.

```
! wB97M-V def2-TZVPD RIJCOSX def2/J DEFGRID3
* xyz 0 1
O -0.96976 1.44178 0.29164
H -1.64449 1.28790 -0.37442
H -0.36542 0.69117 0.20284
O 0.66667 -0.94185 -0.11268
H 0.74225 -1.81423 0.28399
H 1.57075 -0.66477 -0.29137
*
```

Values from the calculation:
**HOMO-LUMO gap**: 11.5 eV
**SMILES string**: O.O
**LUMO energy**: 0.637 eV
**E_HOMO**: -10.868 eV

***

<three>
Density functional theory data (ωB97M-V with the def2-TZVPD basis set) for 2 unconnected molecules or ions with the total composition H4O2.

```
! wB97M-V def2-TZVPD RIJCOSX def2/J DEFGRID3
* xyz 0 1
H -0.95576 1.49846 -1.57847
H 0.06860 0.70377 -0.75351
H -0.04997 -1.25177 0.68262
H 0.75841 -1.08933 2.04066
O -0.32102 0.75516 -1.62526
O 0.49974 -0.61629 1.23397
*
```

Values from the calculation:
**HOMO-LUMO gap**: 12.2 eV
**SMILES string**: O.O
**LUMO energy**: 0.788 eV
**E_HOMO**: -11.376 eV

***

What should be chosen as the least stable of them? Choose <one>.

***

<one>
Density functional theory data (ωB97M-V with the def2-TZVPD basis set) for 2 unconnected molecules or ions with the total composition H4O2.

```
! wB97M-V def2-TZVPD RIJCOSX def2/J DEFGRID3
* xyz 0 1
H 1.07922 -0.17698 0.55806
H 2.30153 -0.68988 -0.17923
H -1.79729 0.90515 -0.08430
H -2.52990 -0.49216 -0.18320
O 1.78881 0.10546 -0.03580
O -1.67050 -0.04873 0.02188
*
```

Values from the calculation:
**HOMO-LUMO gap**: 12.1 eV
**SMILES string**: O.O
**LUMO energy**: 0.861 eV
**E_HOMO**: -11.231 eV

***

<two>
Density functional theory data (ωB97M-V with the def2-TZVPD basis set) for 2 unconnected molecules or ions with the total composition H4O2.

```
! wB97M-V def2-TZVPD RIJCOSX def2/J DEFGRID3
* xyz 0 1
H -0.05492 0.91445 2.47987
H -0.42333 1.05448 0.91797
H -0.70261 -1.55110 -1.21652
H -0.26536 -0.11248 -1.11449
O 0.29633 0.86565 1.55874
O -0.11556 -0.90382 -1.69210
*
```

Values from the calculation:
**HOMO-LUMO gap**: 12.0 eV
**SMILES string**: O.O
**LUMO energy**: 0.487 eV
**E_HOMO**: -11.547 eV

***

What should be chosen as the least stable of them? Choose <two>.

***

<one>
Density functional theory data (ωB97M-V with the def2-TZVPD basis set) for 3 unconnected molecules or ions with the total composition C2H9NS.

```
! wB97M-V def2-TZVPD RIJCOSX def2/J DEFGRID3
* xyz 0 1
N 0.54319 2.67536 1.69471
H -0.24875 3.26724 1.51040
H -0.03737 -2.41376 -4.67310
H 0.44308 2.35916 2.64379
H 0.55059 1.84925 1.12446
C 0.42625 -1.36100 0.39592
C 0.06196 -1.42705 -1.02912
S -0.53107 0.04265 -0.16355
H -0.69338 -2.72826 -4.84365
H -0.01361 -1.99043 1.15730
H 1.45739 -1.10169 0.49774
H -0.73478 -1.97498 -1.53768
H 0.91410 -1.51572 -1.69706
*
```

Values from the calculation:
**HOMO-LUMO gap**: 10.0 eV
**SMILES string**: [H][H].C1CS1.N
**LUMO energy**: 1.014 eV
**E_HOMO**: -8.980 eV

***

<two>
Density functional theory data (ωB97M-V with the def2-TZVPD basis set) for 2 unconnected molecules or ions with the total composition C2H9NS.

```
! wB97M-V def2-TZVPD RIJCOSX def2/J DEFGRID3
* xyz 0 1
C 1.26029 -0.94878 0.10601
S 1.68753 0.68653 0.72431
H 0.46177 -1.34494 0.72340
H 2.11773 -1.61106 0.14171
H 0.86421 -0.94243 -0.90576
C -2.05711 0.31009 -1.27530
N -2.13266 -0.62574 -0.16763
H -2.94715 0.94836 -1.35400
H -2.03585 -0.20982 -2.23067
H -1.20056 0.96452 -1.17757
H -2.25493 -0.18330 0.72787
H -2.83320 -1.33840 -0.30951
H 0.43913 1.05155 1.02134
*
```

Values from the calculation:
**HOMO-LUMO gap**: 9.8 eV
**SMILES string**: CN.CS
**LUMO energy**: 0.923 eV
**E_HOMO**: -8.858 eV

***

What should be chosen as the least stable of them? Choose <one>.

***

<one>
Density functional theory data (ωB97M-V with the def2-TZVPD basis set) for 3 unconnected molecules or ions with the total composition C2H9NS.

```
! wB97M-V def2-TZVPD RIJCOSX def2/J DEFGRID3
* xyz 0 1
N 1.77547 0.96594 -1.38370
H 0.95438 0.86852 -0.79474
H -1.04330 -0.47744 -2.49523
H 2.24645 0.06844 -1.37211
H 2.43794 1.56055 -0.90349
C -0.35961 -0.84425 1.55443
C -1.35834 0.21498 1.12965
S 0.18303 0.82093 1.80682
H -0.34540 -0.73603 -2.41678
H 0.10310 -1.30341 0.68047
H -0.72915 -1.59292 2.23707
H -1.69387 0.18502 0.10880
H -2.17069 0.26966 1.84881
*
```

Values from the calculation:
**HOMO-LUMO gap**: 10.0 eV
**SMILES string**: [H][H].C1CS1.N
**LUMO energy**: 0.910 eV
**E_HOMO**: -9.062 eV

***

<two>
Density functional theory data (ωB97M-V with the def2-TZVPD basis set) for a molecular structure, C2H9NS.

```
! wB97M-V def2-TZVPD RIJCOSX def2/J DEFGRID3
* xyz 0 1
C 0.51114 -1.59223 -0.91607
N -0.26748 -0.35100 -1.18517
H 0.24942 -1.95502 0.06946
H 0.32422 -2.31988 -1.69944
H 1.55001 -1.27405 -0.94751
H 0.29573 0.54366 -0.43902
H -1.25817 -0.45253 -1.02882
H -0.14391 -0.06941 -2.14392
C -0.34961 1.48426 1.73008
S 1.08437 1.54405 0.60708
H -0.27699 2.21179 2.53891
H -1.29064 1.73479 1.23212
H -0.42809 0.49557 2.18230
*
```

Values from the calculation:
**HOMO-LUMO gap**: 7.8 eV
**LUMO energy**: 0.523 eV
**E_HOMO**: -7.305 eV

***

What should be chosen as the least stable of them? Choose <one>.

***

<one>
Density functional theory data (ωB97M-V with the def2-TZVPD basis set) for 2 unconnected molecules or ions with the total composition C2H9NS.

```
! wB97M-V def2-TZVPD RIJCOSX def2/J DEFGRID3
* xyz 0 1
C 0.91945 -0.22723 2.04900
S -0.51087 -0.57325 1.00703
H 1.86566 0.06117 1.58139
H 0.71108 0.49607 2.83400
H 1.14957 -1.15502 2.57992
C 0.34626 1.20064 -1.82010
N -0.49418 0.01471 -2.18055
H 0.96264 1.51490 -2.65697
H -0.29398 1.99228 -1.45575
H 0.99463 0.80537 -1.05015
H -1.22789 -0.10580 -1.46707
H 0.10858 -0.80105 -2.27365
H -0.85163 0.07694 -3.13758
*
```

Values from the calculation:
**HOMO-LUMO gap**: 5.8 eV
**LUMO energy**: -0.304 eV
**E_HOMO**: -6.058 eV

***

<two>
Density functional theory data (ωB97M-V with the def2-TZVPD basis set) for 2 unconnected molecules or ions with the total composition C2H9NS.

```
! wB97M-V def2-TZVPD RIJCOSX def2/J DEFGRID3
* xyz 0 1
C 0.59150 3.15232 1.16678
S -0.09140 2.45926 -0.41078
H -0.03487 2.91078 2.01190
H 0.73576 4.21903 1.01895
H 1.60071 2.74723 1.17910
C -0.20591 -1.84577 -0.83415
N -0.73595 -3.18119 -0.37053
H 0.62972 -1.93849 -1.51979
H 0.13684 -1.31359 0.04910
H -1.05792 -1.35593 -1.29918
H -0.86235 -3.75217 -1.18968
H 0.07890 -3.57846 0.06916
H -0.78504 1.47697 0.12912
*
```

Values from the calculation:
**HOMO-LUMO gap**: 10.0 eV
**SMILES string**: CN.CS
**LUMO energy**: 0.960 eV
**E_HOMO**: -9.035 eV

***

What should be chosen as the least stable of them? Choose <one>.